[1]
The following is a DFT calculation (wB97M-V/def2-TZVPD) of a structure of composition C35H44BaFN7O4S6Si.

Output
ΔE to the lowest compared entry with this formula, charge and spin: 0.00 kJ/mol
total charge: -2
HOMO energy: -2.2 eV
calculated total energy: -4848.67938 hartree
orbital gap: 5.77 eV

Structure (XYZ):
```
99
C35H44BaFN7O4S6Si, DFT wB97M-V/def2-TZVPD
Ba -0.237 -0.783 0.158
C -6.951 1.996 -0.936
C -6.007 3.176 -0.737
S -4.285 2.809 -0.343
C -3.731 1.855 -1.777
C -4.152 0.387 -1.901
S -4.158 -0.512 -0.322
C -5.684 -1.451 -0.438
C -7.045 -0.726 -0.291
S -7.103 0.899 0.508
H -6.614 1.394 -1.773
H -7.944 2.377 -1.188
H -6.347 3.792 0.100
H -6.051 3.803 -1.633
H -2.642 1.931 -1.715
H -4.009 2.387 -2.691
H -3.464 -0.120 -2.578
H -5.149 0.295 -2.328
H -5.588 -2.202 0.348
H -5.678 -1.994 -1.386
H -7.704 -1.358 0.307
H -7.527 -0.623 -1.264
C 1.653 2.372 2.183
C 1.042 1.388 3.138
C 1.365 1.416 4.488
C 0.789 0.450 5.309
C -0.059 -0.495 4.787
C -0.361 -0.491 3.394
N 0.208 0.483 2.622
N -1.146 -1.375 2.752
Si -2.297 -2.381 3.491
C -3.224 -3.315 2.155
C -1.594 -3.728 4.626
C -3.563 -1.404 4.487
H 1.697 3.369 2.624
H 1.089 2.437 1.256
H 2.676 2.075 1.937
H 2.039 2.168 4.876
H 1.016 0.435 6.371
H -0.488 -1.257 5.422
H -2.568 -4.012 1.627
H -3.637 -2.626 1.416
H -4.048 -3.891 2.587
H -0.755 -4.224 4.129
H -2.354 -4.486 4.840
H -1.229 -3.342 5.580
H -4.109 -0.731 3.820
H -3.074 -0.787 5.245
H -4.287 -2.054 4.987
F 6.136 -1.082 2.839
C 6.149 -1.267 1.511
C 5.034 -1.587 0.846
N 5.017 -1.768 -0.514
C 3.816 -2.278 -1.178
C 2.531 -1.772 -0.517
O 2.406 -0.535 -0.343
O 1.681 -2.643 -0.210
C 6.165 -1.635 -1.266
O 6.223 -1.849 -2.458
N 7.283 -1.249 -0.543
C 7.407 -1.044 0.823
O 8.461 -0.716 1.330
H 4.091 -1.706 1.363
H 3.824 -3.368 -1.168
H 3.839 -1.932 -2.209
H 8.111 -1.091 -1.095
C -2.251 -3.394 -1.592
C -2.066 -2.333 -2.634
C -2.579 -2.298 -3.919
C -2.040 -1.127 -4.523
C -1.238 -0.533 -3.563
C -0.412 0.710 -3.688
N -1.259 -1.254 -2.401
H -2.896 -4.191 -1.968
H -2.720 -3.002 -0.684
H -1.296 -3.851 -1.310
H -3.226 -3.038 -4.371
H -2.192 -0.776 -5.534
H -0.369 1.039 -4.728
H 0.618 0.540 -3.357
H -0.799 1.543 -3.092
S 3.870 3.919 -4.743
C 2.899 3.696 -3.394
S 1.181 3.855 -3.424
C 1.053 3.420 -1.719
N 2.223 3.194 -1.199
N 3.238 3.354 -2.135
C 4.546 3.105 -1.627
C 5.632 3.878 -2.015
C 6.877 3.641 -1.447
C 7.038 2.660 -0.480
C 5.939 1.905 -0.091
C 4.696 2.107 -0.669
S -0.458 3.378 -0.935
H 5.501 4.649 -2.757
H 7.722 4.243 -1.758
H 8.005 2.484 -0.026
H 6.046 1.160 0.685
H 3.838 1.513 -0.382
```



[2]
The following is a DFT calculation (wB97M-V/def2-TZVPD) of a cluster of 9 separate species, C9H36O9 in total.

Output
ΔE to the lowest compared entry with this formula, charge and spin: 565.27 kJ/mol
HOMO energy: -9.7 eV
structure (SMILES): CO.CO.CO.CO.CO.CO.CO.CO.CO
calculated total energy: -1041.45549 hartree
orbital gap: 10.20 eV

Structure (XYZ):
```
54
C9H36O9, DFT wB97M-V/def2-TZVPD
C -7.319 -16.399 2.424
O -7.710 -15.075 1.915
H -7.207 -17.207 1.635
H -6.442 -16.402 3.035
H -8.124 -16.760 3.045
H -6.946 -14.499 1.761
C -0.037 -15.368 6.673
O -0.607 -14.413 5.847
H 1.118 -15.374 6.654
H -0.443 -15.125 7.681
H -0.412 -16.332 6.444
H -1.076 -13.673 6.372
C -3.378 -9.611 6.729
O -2.195 -10.022 6.107
H -4.275 -10.062 6.390
H -3.291 -9.690 7.824
H -3.483 -8.467 6.554
H -2.359 -10.752 5.496
C -5.429 -12.850 -0.085
O -4.894 -13.670 0.977
H -5.825 -13.522 -0.772
H -6.290 -12.216 0.201
H -4.618 -12.239 -0.570
H -4.042 -13.295 1.264
C -3.859 -16.918 6.294
O -4.477 -15.976 5.416
H -3.315 -16.374 7.001
H -4.702 -17.529 6.693
H -3.227 -17.680 5.736
H -3.715 -15.602 4.946
C -3.776 -11.381 2.538
O -2.962 -11.759 1.392
H -3.552 -10.382 2.840
H -4.825 -11.375 2.291
H -3.612 -12.093 3.308
H -2.162 -12.065 1.793
C -2.970 -12.886 8.629
O -1.593 -12.791 8.225
H -3.513 -11.908 8.597
H -3.472 -13.493 7.901
H -2.971 -13.305 9.630
H -1.206 -11.861 8.162
C -5.790 -12.645 4.735
O -4.616 -12.840 5.483
H -6.082 -11.603 4.690
H -5.637 -13.062 3.635
H -6.569 -13.133 5.375
H -4.457 -13.792 5.592
C -1.664 -14.882 2.765
O -2.444 -14.628 3.971
H -1.296 -14.071 2.232
H -0.743 -15.359 3.084
H -2.147 -15.583 2.038
H -1.731 -14.686 4.642
```



[3]
The following is a DFT calculation (wB97M-V/def2-TZVPD) of a structure of composition C11H29BGaO6P.

Output
total charge: -2
HOMO energy: 0.9 eV
calculated total energy: -3178.88974 hartree
orbital gap: 3.44 eV

Structure (XYZ):
```
49
C11H29BGaO6P, DFT wB97M-V/def2-TZVPD
C -3.317 -1.756 -2.266
C -2.224 -0.727 -2.532
P -1.008 -0.483 -1.110
C -1.922 -0.871 0.475
Ga -0.442 1.817 -1.279
C -2.024 2.936 -0.578
C -2.271 2.827 0.933
O -1.884 4.033 1.631
B 1.394 2.292 -0.354
C 1.515 3.082 1.050
O 2.639 1.975 -0.945
C -0.240 2.099 -3.329
O -0.717 3.139 -3.871
O 0.382 1.180 -3.930
H -3.801 -1.605 -1.308
H -4.091 -1.664 -3.029
H -2.880 -2.749 -2.298
H -2.644 0.241 -2.783
H -1.595 -1.023 -3.362
H -2.514 -1.775 0.333
H -2.593 -0.095 0.850
H -1.215 -1.102 1.261
H -2.917 2.624 -1.119
H -1.893 3.990 -0.820
H -1.645 2.025 1.319
H -3.319 2.602 1.130
H -1.151 3.797 2.196
H 1.031 2.459 1.799
H 1.044 4.061 1.004
H 2.567 3.206 1.331
H 3.023 2.783 -1.300
C 1.673 -2.568 4.591
C 0.258 -2.014 4.545
O -0.126 -1.659 3.228
H 2.376 -1.838 4.192
H 1.966 -2.819 5.614
H 1.753 -3.469 3.978
H 0.187 -1.106 5.143
H -0.453 -2.746 4.951
H -0.084 -2.452 2.683
C 3.492 -1.763 -1.263
C 3.012 -2.581 -2.453
O 1.676 -2.269 -2.781
H 2.847 -1.942 -0.402
H 4.524 -2.020 -0.996
H 3.443 -0.696 -1.484
H 3.041 -3.648 -2.220
H 3.663 -2.404 -3.322
H 1.617 -1.324 -2.981
```



[4]
The following is a DFT calculation (wB97M-V/def2-TZVPD) of a cluster of 9 separate species, C23H64O9 in total.

Output
ΔE to the lowest compared entry with this formula, charge and spin: 305.66 kJ/mol
HOMO energy: -9.4 eV
structure (SMILES): CC(C)O.CC(C)O.CC(C)O.CC(C)O.CC(C)O.CCO.CCO.CCO.CCO
calculated total energy: -1591.71447 hartree
orbital gap: 9.72 eV

Structure (XYZ):
```
96
C23H64O9, DFT wB97M-V/def2-TZVPD
C -0.496 -1.365 -0.268
C 0.260 -0.616 0.885
C 0.974 0.645 0.327
O -0.747 -0.395 1.851
H -0.828 -2.393 -0.120
H 0.095 -1.418 -1.182
H -1.372 -0.771 -0.528
H 1.008 -1.221 1.398
H 1.937 0.815 0.809
H 0.344 1.531 0.256
H 1.244 0.482 -0.716
H -0.469 -0.949 2.585
C 3.678 -2.799 -1.302
C 3.214 -3.809 -0.275
C 3.231 -3.359 1.210
O 1.954 -4.370 -0.535
H 3.851 -3.061 -2.346
H 4.551 -2.286 -0.899
H 2.939 -2.008 -1.425
H 3.959 -4.605 -0.286
H 4.168 -2.866 1.467
H 2.789 -4.203 1.741
H 2.487 -2.574 1.344
H 1.706 -4.106 -1.424
C -4.581 2.549 0.996
C -3.161 2.090 1.275
C -2.849 2.207 2.711
O -3.048 0.707 0.843
H -4.759 2.700 -0.069
H -4.863 3.501 1.447
H -5.314 1.813 1.325
H -2.467 2.683 0.679
H -3.594 1.518 3.108
H -3.107 3.198 3.084
H -1.939 1.745 3.094
H -2.121 0.506 0.990
C -2.329 -1.930 -4.167
C -1.274 -2.693 -4.939
C -1.794 -3.273 -6.245
O -0.354 -1.737 -5.389
H -1.742 -1.466 -3.374
H -2.992 -2.639 -3.671
H -2.803 -1.172 -4.789
H -0.811 -3.447 -4.303
H -2.038 -4.315 -6.041
H -1.063 -3.233 -7.053
H -2.641 -2.740 -6.678
H -0.773 -1.042 -5.901
C 2.729 5.967 -0.526
C 2.985 4.382 -0.452
C 4.013 4.001 0.642
O 1.789 3.788 -0.075
H 1.809 6.051 -1.106
H 3.518 6.443 -1.108
H 2.606 6.423 0.456
H 3.305 3.894 -1.373
H 3.760 4.483 1.586
H 4.981 4.357 0.287
H 4.128 2.920 0.716
H 1.592 4.212 0.764
C -2.121 4.471 -2.839
C -0.938 3.843 -2.034
O 0.295 4.275 -2.425
H -3.062 4.062 -2.472
H -2.054 4.395 -3.924
H -2.091 5.536 -2.610
H -1.089 2.765 -1.975
H -1.001 4.255 -1.027
H 0.853 3.896 -1.742
C 0.026 -3.814 5.142
C -0.935 -2.900 4.393
O -0.197 -1.755 4.017
H 0.783 -4.146 4.432
H -0.533 -4.586 5.671
H 0.506 -3.145 5.857
H -1.774 -2.494 4.957
H -1.375 -3.314 3.486
H 0.075 -1.221 4.767
C -2.055 -4.545 -1.898
C -1.212 -5.706 -1.340
O -0.763 -5.425 -0.084
H -2.977 -4.394 -1.337
H -2.368 -4.716 -2.928
H -1.571 -3.569 -1.878
H -0.541 -6.010 -2.144
H -1.832 -6.583 -1.152
H 0.174 -5.219 -0.131
C 1.316 2.397 3.024
C 1.540 3.541 3.964
O 1.023 4.715 3.398
H 0.842 2.731 2.101
H 0.693 1.655 3.523
H 2.238 1.856 2.812
H 2.603 3.520 4.202
H 1.045 3.403 4.925
H 1.200 5.474 3.959
```



[5]
The following is a DFT calculation (wB97M-V/def2-TZVPD) of a structure of composition C24H20F6IO3P2STi.

Output
ΔE to the lowest compared entry with this formula, charge and spin: 0.00 kJ/mol
HOMO energy (spin up / spin down): -7.5 / -9.2 eV
2S+1: 4
⟨S²⟩: 3.76
calculated total energy: -3979.85062 hartree
orbital gap (spin up / spin down): 7.67 / 5.91 eV

Structure (XYZ):
```
58
C24H20F6IO3P2STi, DFT wB97M-V/def2-TZVPD
Ti 1.534 0.145 0.719
C 3.821 1.135 3.902
C 3.510 -0.179 3.591
C 3.676 -0.647 2.286
C 4.169 0.209 1.299
C 4.471 1.531 1.621
C 4.298 1.990 2.916
H 3.687 1.498 4.913
H 3.164 -0.855 4.364
H 3.476 -1.684 2.050
H 4.362 -0.162 0.300
H 4.836 2.200 0.853
H 4.519 3.022 3.155
O 1.680 -2.001 0.269
S 2.135 -1.811 -1.135
O 3.182 -2.680 -1.570
O 2.404 -0.358 -1.256
C 0.711 -2.139 -2.144
C 0.861 -3.038 -3.189
C -0.214 -3.315 -4.020
C -1.431 -2.687 -3.806
C -1.572 -1.787 -2.761
C -0.510 -1.502 -1.907
P -0.743 -0.294 -0.542
C -1.716 0.999 -1.374
C -1.012 1.917 -2.152
C -1.687 2.918 -2.829
C -3.068 3.016 -2.729
C -3.774 2.107 -1.957
C -3.101 1.098 -1.282
C -1.939 -1.121 0.557
C -2.435 -0.361 1.630
C -3.289 -0.939 2.564
C -3.637 -2.278 2.451
C -3.133 -3.034 1.403
C -2.289 -2.461 0.460
H 1.821 -3.510 -3.339
H -0.096 -4.016 -4.835
H -2.272 -2.892 -4.455
H -2.521 -1.287 -2.607
H 0.068 1.854 -2.214
H -1.133 3.633 -3.422
H -3.593 3.807 -3.250
H -4.851 2.181 -1.876
H -3.660 0.391 -0.681
H -2.181 0.692 1.704
H -3.673 -0.340 3.379
H -4.296 -2.730 3.180
H -3.395 -4.081 1.318
H -1.897 -3.067 -0.347
I 0.096 -0.905 3.223
F 1.393 1.892 2.068
P 0.927 3.195 1.091
F 0.526 4.036 2.367
F 0.502 4.295 0.040
F -0.532 2.517 1.030
F 2.425 3.727 1.141
F 1.394 2.157 -0.165
```